# 1
Density functional theory data (wB97M-V/def2-TZVPD) for 5 unconnected molecules or ions with the total composition C21H25N6O2 at a distorted geometry.

Structure (ORCA input):
```
! RIJCOSX wB97M-V def2-TZVPD def2/J DEFGRID3
* xyz 1 1
O -2.514 0.761 5.168
N -2.543 0.942 4.064
O -1.648 -0.107 3.240
C -1.592 -1.333 3.735
C -2.653 -2.211 3.774
C -2.451 -3.460 4.323
C -1.201 -3.811 4.830
C -0.173 -2.926 4.767
N -0.393 -1.706 4.220
H -3.603 -1.911 3.364
H -3.275 -4.157 4.348
H -1.030 -4.777 5.275
H 0.816 -3.127 5.138
H 0.350 -1.023 4.149
N 1.696 0.642 2.278
C 2.919 1.039 2.764
C 3.777 1.116 1.705
C 3.048 0.760 0.535
C 1.767 0.476 0.916
H 0.864 0.533 2.823
H 3.070 1.233 3.813
H 4.814 1.399 1.756
H 3.428 0.717 -0.471
H 0.906 0.174 0.344
N -3.878 -4.665 1.207
C -5.129 -4.099 1.230
C -5.997 -4.985 0.658
C -5.244 -6.128 0.269
C -3.942 -5.902 0.619
H -3.042 -4.237 1.552
H -5.295 -3.118 1.644
H -7.054 -4.834 0.524
H -5.619 -7.012 -0.215
H -3.062 -6.510 0.501
N 3.231 1.963 -3.070
C 4.453 2.336 -2.575
C 5.325 2.413 -3.625
C 4.602 2.070 -4.802
C 3.314 1.801 -4.427
H 2.402 1.830 -2.521
H 4.595 2.521 -1.525
H 6.365 2.684 -3.562
H 4.985 2.031 -5.807
H 2.453 1.513 -5.006
N -0.532 5.955 -4.654
C 0.107 5.296 -3.640
C 0.920 4.348 -4.203
C 0.763 4.440 -5.613
C -0.138 5.440 -5.859
H -1.188 6.703 -4.535
H -0.066 5.561 -2.611
H 1.557 3.666 -3.671
H 1.260 3.843 -6.359
H -0.527 5.830 -6.783
*
```

## Properties
Kohn-Sham gap, eV: 4.22
Calculated total energy, Eh: -1293.83976
ΔE to the lowest compared entry with this formula, charge and spin, eV: 0.0000



# 2
Density functional theory data (wB97M-V/def2-TZVPD) for 2 unconnected molecules or ions with the total composition C21H25NO3 at a distorted geometry.

Structure (ORCA input):
```
! RIJCOSX wB97M-V def2-TZVPD def2/J DEFGRID3
* xyz 0 1
C 1.544 -0.594 4.285
N 1.955 -0.592 2.875
C 1.999 0.692 2.163
C 1.903 -1.747 2.232
C 1.964 -1.876 0.799
C 2.955 -1.231 0.017
C 2.925 -1.335 -1.368
C 1.941 -2.091 -2.019
C 1.944 -2.197 -3.515
C 0.971 -2.746 -1.247
C 0.983 -2.650 0.134
H 1.609 0.425 4.668
H 0.514 -0.975 4.350
H 2.187 -1.260 4.871
H 1.573 1.430 2.846
H 3.020 0.997 1.889
H 1.396 0.636 1.245
H 1.548 -2.578 2.856
H 3.719 -0.626 0.512
H 3.673 -0.807 -1.968
H 1.124 -2.828 -3.867
H 1.865 -1.223 -4.017
H 2.882 -2.653 -3.851
H 0.198 -3.331 -1.751
H 0.223 -3.147 0.747
C 6.288 -0.195 7.047
C 5.259 -1.184 6.541
O 5.644 -1.532 5.198
C 4.704 -2.298 4.545
C 5.161 -2.559 3.208
C 4.562 -3.521 2.358
C 5.385 -3.979 1.188
C 6.549 -3.329 0.743
C 7.254 -3.822 -0.366
C 6.781 -4.934 -1.064
C 5.622 -5.584 -0.624
C 4.936 -5.110 0.491
O 3.395 -3.953 2.495
O 3.658 -2.647 5.095
H 5.965 0.221 8.009
H 7.261 -0.680 7.203
H 6.420 0.639 6.344
H 5.251 -2.082 7.185
H 4.258 -0.719 6.536
H 6.205 -2.285 3.058
H 6.890 -2.438 1.264
H 8.167 -3.312 -0.672
H 7.311 -5.293 -1.945
H 5.239 -6.462 -1.143
H 4.022 -5.604 0.832
*
```

## Properties
Kohn-Sham gap, eV: 5.92
Calculated total energy, Eh: -1095.63090
ΔE to the lowest compared entry with this formula, charge and spin, eV: 3.6031



# 3
Density functional theory data (wB97M-V/def2-TZVPD) for a single C21H25NO4 molecule.

Structure (ORCA input):
```
! RIJCOSX wB97M-V def2-TZVPD def2/J DEFGRID3
* xyz 0 1
C 0.329 2.075 2.248
O 1.436 1.601 1.526
C 1.447 0.290 1.136
C 0.537 -0.650 1.589
C 0.567 -1.954 1.100
C -0.520 -2.931 1.457
C -1.574 -2.755 0.359
O -1.758 -3.560 -0.525
N -2.247 -1.585 0.469
C -2.851 -0.918 -0.680
C -4.174 -0.265 -0.288
C -3.932 0.979 0.561
C -3.158 2.014 -0.249
C -1.929 1.437 -0.899
C -0.884 2.279 -1.266
C 0.238 1.790 -1.905
C 0.325 0.440 -2.202
C -0.701 -0.407 -1.836
C -1.830 0.078 -1.183
C 1.529 -2.298 0.176
C 2.485 -1.380 -0.266
O 3.350 -1.897 -1.176
C 4.385 -1.123 -1.740
C 2.448 -0.067 0.213
O 3.332 0.890 -0.255
C 4.196 1.458 0.709
H 0.472 3.152 2.330
H -0.606 1.875 1.716
H 0.283 1.644 3.254
H -0.195 -0.375 2.333
H -0.154 -3.955 1.429
H -0.949 -2.717 2.436
H -1.930 -0.953 1.188
H -3.019 -1.703 -1.425
H -4.781 -0.989 0.257
H -4.710 0.017 -1.195
H -4.885 1.402 0.884
H -3.371 0.713 1.460
H -2.881 2.863 0.381
H -3.808 2.401 -1.041
H -0.957 3.334 -1.038
H 1.046 2.457 -2.166
H 1.192 0.049 -2.711
H -0.633 -1.464 -2.048
H 1.564 -3.292 -0.239
H 5.125 -0.829 -0.992
H 4.858 -1.778 -2.473
H 4.001 -0.230 -2.236
H 4.788 0.684 1.212
H 4.859 2.120 0.156
H 3.646 2.032 1.457
*
```

## Properties
Kohn-Sham gap, eV: 8.92
Calculated total energy, Eh: -1170.93017
ΔE to the lowest compared entry with this formula, charge and spin, eV: 1.6606



# 4
Density functional theory data (wB97M-V/def2-TZVPD) for a single C21H25NO5 molecule.

Structure (ORCA input):
```
! RIJCOSX wB97M-V def2-TZVPD def2/J DEFGRID3
* xyz 0 1
C 5.511 1.492 -0.813
O 4.666 0.843 0.108
C 3.357 1.192 0.149
C 2.767 2.174 -0.641
C 1.419 2.430 -0.500
C 0.636 1.740 0.417
C -0.793 2.051 0.570
O -1.439 1.900 1.584
O -1.323 2.537 -0.566
C -2.723 2.817 -0.580
C -3.501 1.517 -0.870
O -4.030 1.303 -1.939
N -3.495 0.672 0.174
C -3.800 -0.741 0.074
C -4.715 -1.143 1.226
C -2.481 -1.530 0.101
C -1.676 -1.319 -1.184
C -0.215 -1.653 -1.066
C 0.721 -0.890 -1.754
C 2.069 -1.193 -1.696
C 2.509 -2.261 -0.934
C 1.588 -3.025 -0.240
C 0.237 -2.728 -0.310
C 1.228 0.729 1.206
O 0.416 0.040 2.030
C 0.959 -0.998 2.813
C 2.583 0.477 1.063
H 5.181 1.330 -1.844
H 5.573 2.566 -0.615
H 6.494 1.044 -0.676
H 3.341 2.738 -1.358
H 0.953 3.193 -1.103
H -3.031 3.246 0.378
H -2.879 3.525 -1.395
H -2.992 0.950 1.011
H -4.310 -0.889 -0.884
H -4.209 -0.989 2.177
H -4.991 -2.191 1.142
H -5.622 -0.544 1.212
H -1.893 -1.189 0.957
H -2.706 -2.588 0.238
H -2.113 -1.926 -1.984
H -1.762 -0.277 -1.498
H 0.387 -0.049 -2.345
H 2.778 -0.593 -2.248
H 3.562 -2.495 -0.881
H 1.921 -3.865 0.354
H -0.468 -3.342 0.229
H 0.124 -1.399 3.385
H 1.721 -0.623 3.503
H 1.385 -1.785 2.184
H 3.082 -0.284 1.638
*
```

## Properties
Kohn-Sham gap, eV: 9.33
Calculated total energy, Eh: -1246.20313
ΔE to the lowest compared entry with this formula, charge and spin, eV: 0.3436



# 5
Density functional theory data (wB97M-V/def2-TZVPD) for a molecular structure, C21H26BBrIN6V.

Structure (ORCA input):
```
! RIJCOSX wB97M-V def2-TZVPD def2/J DEFGRID3
* xyz 3 2
V 0.344 0.177 0.520
C -1.528 0.265 -2.359
C -2.024 0.968 -1.147
C -3.148 1.702 -0.911
C -3.095 2.129 0.435
C -4.073 2.953 1.188
N -1.973 1.665 0.988
N -1.288 0.943 0.027
B -1.330 1.766 2.419
N -1.104 0.310 2.907
N -0.414 -0.550 2.067
C -0.504 -1.834 2.620
C 0.055 -3.051 1.978
C -1.200 -1.733 3.784
C -1.570 -0.379 3.944
C -2.360 0.244 5.034
N 0.088 2.373 2.230
N 0.921 1.774 1.299
C 2.041 2.602 1.148
C 3.133 2.325 0.179
C 1.897 3.650 2.001
C 0.662 3.489 2.669
C 0.030 4.377 3.675
H -2.226 0.393 -3.184
H -1.434 -0.811 -2.192
H -0.569 0.669 -2.696
H -3.939 1.925 -1.609
H -4.911 3.223 0.551
H -3.604 3.869 1.550
H -4.455 2.403 2.049
H -1.998 2.397 3.165
H 0.023 -3.012 0.889
H -0.532 -3.912 2.294
H 1.089 -3.216 2.286
H -1.447 -2.537 4.458
H -2.515 -0.467 5.841
H -3.338 0.555 4.660
H -1.853 1.123 5.431
H 2.779 1.856 -0.740
H 3.902 1.688 0.620
H 3.600 3.269 -0.100
H 2.583 4.470 2.136
H 0.733 5.141 3.998
H -0.299 3.809 4.545
H -0.841 4.874 3.243
Br 5.459 -2.504 1.806
C 4.674 -3.516 0.445
C 5.247 -4.734 0.075
C 4.688 -5.506 -0.930
C 3.547 -5.094 -1.603
C 2.942 -3.889 -1.273
C 3.540 -3.163 -0.262
I 2.683 -1.248 0.238
H 6.141 -5.060 0.591
H 5.160 -6.444 -1.191
H 3.120 -5.698 -2.393
H 2.063 -3.541 -1.795
*
```

## Properties
Kohn-Sham gap (spin up / spin down), eV: 4.36 / 5.45
Calculated total energy, Eh: -4983.97988
ΔE to the lowest compared entry with this formula, charge and spin, eV: 0.0000



# 6
Density functional theory data (wB97M-V/def2-TZVPD) for 2 unconnected molecules or ions with the total composition C21H26Cl2N3O6PS2 at a distorted geometry.

Structure (ORCA input):
```
! RIJCOSX wB97M-V def2-TZVPD def2/J DEFGRID3
* xyz 0 1
C 3.834 2.523 -1.621
C 2.998 2.007 -0.490
C 2.228 2.793 0.275
O 2.167 4.131 0.098
C 1.474 2.197 1.407
O 1.187 2.818 2.400
C 1.050 0.784 1.191
C -0.163 0.381 1.721
C -0.680 -0.879 1.438
C -2.071 -1.176 1.947
C -3.101 -1.409 0.811
C -4.222 -0.366 0.881
S -4.877 0.071 -0.772
C -4.378 1.789 -0.948
S -5.493 2.929 -1.210
N -2.975 1.975 -0.980
C -2.483 2.927 -1.986
C -1.021 3.194 -1.703
O -0.841 3.953 -0.515
C -1.835 3.674 0.451
C -2.388 2.262 0.367
C 0.101 -1.758 0.658
P -0.549 -3.405 0.267
N -1.146 -3.541 -1.177
C 1.359 -1.373 0.146
C 2.115 -2.328 -0.748
O 3.373 -2.709 -0.181
N 4.442 -2.726 -1.187
O 4.274 -3.558 -1.971
C 1.825 -0.072 0.403
C 3.076 0.547 -0.158
O 4.100 -0.057 -0.344
H 4.538 3.277 -1.269
H 3.198 2.976 -2.381
H 4.398 1.707 -2.064
H 1.277 4.451 0.299
H -0.726 1.097 2.306
H -2.379 -0.284 2.494
H -2.057 -1.980 2.683
H -2.602 -1.334 -0.153
H -3.521 -2.413 0.879
H -5.087 -0.732 1.430
H -3.858 0.533 1.357
H -2.556 2.474 -2.976
H -3.039 3.868 -1.980
H -0.501 2.232 -1.607
H -0.561 3.743 -2.523
H -2.672 4.376 0.363
H -1.402 3.817 1.443
H -3.178 2.217 1.114
H -1.623 1.521 0.598
H -1.493 -3.611 1.280
H 0.487 -4.287 0.613
H -0.714 -4.273 -1.726
H 1.540 -3.233 -0.925
H 2.246 -1.868 -1.732
Cl 2.823 -6.885 -0.250
C 3.908 -5.908 0.750
Cl 3.350 -5.802 2.424
H 4.888 -6.369 0.741
H 3.934 -4.906 0.343
*
```

## Properties
Kohn-Sham gap, eV: 7.36
Calculated total energy, Eh: -3489.42464